Entry 1:
This record from OMol25 describes 6 unconnected molecules or ions with the total composition C12H36O6 in a non-equilibrium geometry. The level of theory is ωB97M-V/def2-TZVPD.

Geometry as XYZ:
```
54
Properties=species:S:1:pos:R:3
C -2.80 1.73 -0.69
C -2.13 1.36 -2.06
O -1.31 0.20 -1.95
H -2.07 1.82 0.11
H -3.61 1.05 -0.40
H -3.18 2.73 -0.89
H -1.55 2.21 -2.42
H -2.86 1.24 -2.86
H -0.85 0.11 -2.78
C -1.52 -0.86 4.39
C -1.53 0.52 3.72
O -2.42 0.44 2.63
H -0.62 -0.94 4.99
H -1.53 -1.70 3.70
H -2.38 -0.89 5.06
H -0.53 0.70 3.33
H -1.69 1.44 4.29
H -3.34 0.56 2.88
C -2.06 -4.15 -4.08
C -1.37 -3.11 -3.19
O -2.32 -2.62 -2.29
H -2.36 -5.00 -3.47
H -1.29 -4.42 -4.81
H -2.84 -3.68 -4.68
H -0.85 -2.33 -3.75
H -0.54 -3.46 -2.57
H -2.16 -1.70 -2.09
O -0.69 -0.91 0.60
H -1.15 -0.30 1.18
H -0.89 -0.61 -0.28
C 2.89 -1.22 -1.11
C 3.01 -1.56 0.35
C 4.41 -1.22 0.91
O 2.02 -0.78 1.11
H 1.89 -1.40 -1.52
H 3.64 -1.74 -1.70
H 3.02 -0.14 -1.20
H 2.75 -2.61 0.51
H 4.61 -0.18 0.67
H 5.23 -1.75 0.42
H 4.58 -1.39 1.98
H 1.14 -1.06 0.83
C 1.50 4.14 1.37
C 1.30 2.70 0.95
C 0.68 2.58 -0.43
O 2.55 2.03 0.78
H 2.33 4.62 0.84
H 1.63 4.21 2.45
H 0.56 4.62 1.11
H 0.68 2.14 1.65
H 1.31 2.96 -1.23
H -0.30 3.04 -0.55
H 0.65 1.51 -0.65
H 2.36 1.09 0.85
```

Its expectation value of S² is 0.75. As for the multiplicity: 2. The lowest unoccupied orbital energy (spin up / spin down) comes out at -0.0874 / -0.3297 hartree. The net charge is +1. The calculation puts the total energy at -929.854240 hartree. Its energy above the lowest of the compared OMol25 structures with the same formula, charge and spin is 13.49 kcal per mole. The orbital gap (spin up / spin down) is 9.55 / 2.96 eV.

Charges per atom according to natural (NBO) partitioning, unit e: -0.635 -0.066 -0.767 0.197 0.237 0.224 0.154 0.189 0.490 -0.637 -0.062 -0.766 0.214 0.234 0.213 0.143 0.181 0.490 -0.622 -0.053 -0.736 0.224 0.206 0.217 0.132 0.151 0.475 -0.978 0.493 0.494 -0.626 0.091 -0.634 -0.786 0.214 0.237 0.181 0.191 0.190 0.234 0.235 0.519 -0.627 0.057 -0.600 -0.207 0.251 0.253 0.240 0.251 0.246 0.273 0.244 0.530

***

Entry 2:
This record from OMol25 describes a molecular structure, C12H37AgO17P4 in a non-equilibrium geometry. The level of theory is ωB97M-V/def2-TZVPD.

Geometry as XYZ:
```
71
Properties=species:S:1:pos:R:3
Ag 2.23 -2.16 2.33
O 1.35 -1.02 0.61
H 0.91 -0.68 -0.20
C -1.99 -0.17 1.20
O -2.41 -1.28 1.99
P -1.53 -1.77 3.29
O -0.09 -1.87 2.93
O -1.68 -0.63 4.35
C -2.80 -0.61 5.20
O -2.15 -3.16 3.86
C -1.36 -4.16 4.36
H -2.92 0.22 0.77
H -1.33 -0.55 0.42
H -1.49 0.65 1.72
H -2.51 -0.87 6.22
H -3.54 -1.32 4.83
H -3.34 0.33 5.19
H -0.79 -4.66 3.58
H -1.92 -4.80 5.05
H -0.63 -3.72 5.04
C 5.11 2.50 2.25
O 4.98 1.79 3.54
P 3.66 0.93 3.83
O 3.53 -0.25 2.94
O 3.63 0.76 5.42
C 3.83 1.82 6.32
O 2.45 1.99 3.63
C 1.22 1.64 3.05
H 5.26 1.86 1.38
H 5.75 3.38 2.13
H 4.15 2.88 1.91
H 2.90 2.19 6.75
H 4.53 2.58 5.98
H 4.25 1.29 7.18
H 1.12 0.67 2.57
H 1.13 2.21 2.13
H 0.33 2.03 3.54
C -0.64 2.03 -1.29
O -1.88 1.37 -1.33
P -2.91 1.70 -2.58
O -2.19 2.04 -3.82
O -3.96 0.43 -2.66
C -4.93 0.23 -3.69
O -3.93 2.82 -1.98
C -3.64 3.78 -1.01
H 0.10 1.30 -0.97
H -0.75 2.78 -0.51
H -0.40 2.42 -2.28
H -4.58 0.33 -4.72
H -5.72 0.98 -3.68
H -5.40 -0.74 -3.59
H -4.60 4.29 -0.88
H -2.87 4.53 -1.19
H -3.40 3.39 -0.03
C 0.71 -2.65 -3.22
O 1.64 -2.55 -4.32
P 1.11 -2.37 -5.85
O -0.17 -2.95 -6.23
O 2.23 -2.95 -6.80
C 3.60 -2.49 -6.65
O 0.98 -0.71 -6.07
C -0.24 -0.06 -5.78
H 1.00 -2.12 -2.32
H 0.65 -3.73 -3.04
H -0.26 -2.35 -3.62
H 3.78 -2.06 -5.66
H 4.08 -1.94 -7.46
H 4.29 -3.34 -6.68
H -1.02 -0.48 -5.15
H -0.65 0.12 -6.78
H 0.10 0.93 -5.46
```

Its expectation value of S² is 2.01. As for the multiplicity: 3. The lowest unoccupied orbital energy (spin up / spin down) comes out at -0.1988 / -0.4170 hartree. The net charge is +2. The calculation puts the total energy at -3270.395887 hartree. Its energy above the lowest of the compared OMol25 structures with the same formula, charge and spin is 9.48 kcal per mole. The orbital gap (spin up / spin down) is 9.53 / 3.60 eV.

Charges per atom according to Löwdin partitioning, unit e: 0.797 -0.021 0.012 -0.096 -0.201 0.478 -0.301 -0.192 -0.086 -0.200 -0.126 0.098 0.066 0.090 0.104 0.088 0.100 0.096 0.109 0.090 -0.054 -0.192 0.462 -0.291 -0.201 -0.092 -0.201 -0.129 0.084 0.100 0.072 0.098 0.099 0.099 0.042 0.076 0.100 -0.106 -0.268 0.518 -0.246 -0.231 -0.097 -0.203 -0.122 0.065 0.097 0.086 0.084 0.093 0.094 0.102 0.096 0.084 -0.033 -0.179 0.510 -0.045 -0.146 -0.055 -0.027 -0.020 0.085 0.112 0.083 0.088 0.107 0.102 0.112 0.149 0.132